Here is a molecular structure, C45H38AuGeN4O4S in a non-equilibrium geometry from the Open Molecules 2025 dataset. Energies are from ωB97M-V with the def2-TZVPD basis set.

Results
E_LUMO (spin up / spin down)   -5.340 / -5.339 eV
Total charge   +1
Frontier orbital gap (spin up / spin down)   5.667 / 5.668 eV

Element x y z (Å)
Au (-0.472, -0.187, 2.551)
C (-3.716, -2.961, 1.218)
O (-2.400, -3.613, 1.151)
C (-1.530, -2.710, 1.531)
N (-1.969, -1.574, 1.914)
C (-3.427, -1.535, 1.764)
C (-3.899, -0.442, 0.831)
C (-5.272, -0.264, 0.677)
C (-5.760, 0.694, -0.195)
C (-4.878, 1.491, -0.916)
C (-3.514, 1.319, -0.761)
C (-3.022, 0.353, 0.109)
C (-0.089, -3.012, 1.558)
C (0.421, -4.267, 1.295)
C (1.784, -4.468, 1.468)
C (2.564, -3.428, 1.944)
C (1.968, -2.200, 2.195)
N (0.672, -1.982, 1.955)
C (2.705, -1.078, 2.806)
N (2.180, 0.057, 2.956)
C (3.193, 0.921, 3.585)
C (4.311, -0.080, 3.956)
O (3.951, -1.303, 3.229)
C (2.634, 1.690, 4.752)
C (3.071, 2.985, 4.999)
C (2.591, 3.688, 6.094)
C (1.661, 3.105, 6.942)
C (1.214, 1.815, 6.695)
C (1.703, 1.109, 5.606)
H (-4.346, -3.570, 1.860)
H (-4.100, -2.935, 0.202)
H (-3.858, -1.389, 2.756)
H (-5.967, -0.873, 1.246)
H (-6.828, 0.825, -0.307)
H (-5.257, 2.243, -1.595)
H (-2.823, 1.936, -1.323)
H (-1.950, 0.230, 0.203)
H (-0.243, -5.059, 0.981)
H (2.224, -5.435, 1.269)
H (3.618, -3.551, 2.146)
H (3.523, 1.625, 2.820)
H (4.318, -0.328, 5.016)
H (5.303, 0.217, 3.628)
H (3.770, 3.453, 4.317)
H (2.935, 4.697, 6.278)
H (1.280, 3.658, 7.791)
H (0.483, 1.359, 7.349)
H (1.354, 0.098, 5.424)
S (-2.807, 3.275, 2.447)
C (-2.165, 1.981, 3.005)
N (-1.725, 0.958, 3.493)
O (2.130, 2.484, 1.369)
C (1.261, 1.698, 1.089)
O (0.111, 1.652, 1.771)
C (1.307, 0.849, -0.146)
C (0.549, 1.580, -1.261)
Ge (0.384, 0.513, -2.893)
C (-0.784, -1.021, -2.526)
C (-2.146, -0.896, -2.803)
C (-3.026, -1.951, -2.599)
C (-2.551, -3.168, -2.132)
C (-1.200, -3.312, -1.843)
C (-0.331, -2.244, -2.027)
C (-0.486, 1.600, -4.253)
C (-0.927, 2.890, -3.966)
C (-1.574, 3.653, -4.931)
C (-1.786, 3.130, -6.198)
C (-1.350, 1.846, -6.498)
C (-0.706, 1.089, -5.532)
C (2.168, -0.013, -3.474)
C (2.581, -1.320, -3.722)
C (3.884, -1.593, -4.120)
C (4.795, -0.558, -4.276)
C (4.396, 0.751, -4.043)
C (3.095, 1.018, -3.646)
H (0.834, -0.123, 0.036)
H (2.344, 0.679, -0.439)
H (1.056, 2.522, -1.486)
H (-0.455, 1.839, -0.912)
H (-2.529, 0.035, -3.207)
H (-4.076, -1.828, -2.833)
H (-3.225, -4.008, -2.010)
H (-0.818, -4.267, -1.504)
H (0.721, -2.381, -1.794)
H (-0.763, 3.319, -2.983)
H (-1.905, 4.656, -4.695)
H (-2.287, 3.723, -6.952)
H (-1.509, 1.438, -7.488)
H (-0.368, 0.089, -5.784)
H (1.880, -2.142, -3.639)
H (4.184, -2.613, -4.320)
H (5.809, -0.770, -4.589)
H (5.098, 1.565, -4.175)
H (2.800, 2.049, -3.479)

=====

Here is a molecular structure, C45H38ClN5O3P2Pb from the Open Molecules 2025 dataset. Energies are from ωB97M-V with the def2-TZVPD basis set.

Results
E_LUMO   0.165 eV
Frontier orbital gap   6.778 eV

Element x y z (Å)
Pb (-0.267, -0.482, 0.171)
O (1.475, 1.324, 1.545)
P (2.730, 2.063, 1.238)
C (3.637, 1.346, -0.174)
P (2.710, 1.610, -1.735)
O (1.236, 1.729, -1.578)
C (3.413, 3.115, -2.440)
C (4.755, 3.220, -2.801)
C (5.231, 4.398, -3.357)
C (4.365, 5.467, -3.560)
C (3.026, 5.361, -3.209)
C (2.545, 4.183, -2.649)
C (3.203, 0.273, -2.844)
C (2.544, 0.253, -4.078)
C (2.792, -0.763, -4.985)
C (3.699, -1.769, -4.667)
C (4.360, -1.751, -3.448)
C (4.114, -0.730, -2.536)
C (3.865, 1.986, 2.647)
C (5.207, 1.628, 2.573)
C (5.958, 1.490, 3.734)
C (5.372, 1.710, 4.971)
C (4.033, 2.077, 5.053)
C (3.280, 2.210, 3.898)
C (2.489, 3.799, 0.858)
C (1.180, 4.251, 0.720)
C (0.947, 5.593, 0.444)
C (2.016, 6.472, 0.318)
C (3.323, 6.017, 0.459)
C (3.562, 4.680, 0.731)
H (3.695, 0.280, 0.047)
H (4.639, 1.764, -0.284)
H (5.423, 2.376, -2.655)
H (6.274, 4.483, -3.640)
H (4.738, 6.385, -4.000)
H (2.353, 6.197, -3.368)
H (1.506, 4.078, -2.358)
H (1.827, 1.035, -4.308)
H (2.278, -0.777, -5.939)
H (3.888, -2.572, -5.370)
H (5.067, -2.535, -3.201)
H (4.641, -0.731, -1.589)
H (5.680, 1.456, 1.613)
H (7.002, 1.204, 3.671)
H (5.959, 1.591, 5.874)
H (3.575, 2.252, 6.020)
H (2.230, 2.477, 3.953)
H (0.362, 3.544, 0.792)
H (-0.071, 5.946, 0.325)
H (1.833, 7.519, 0.109)
H (4.154, 6.706, 0.356)
H (4.581, 4.321, 0.841)
O (-1.858, -2.142, 0.049)
C (-2.614, -2.848, 0.835)
C (-3.613, -3.667, 0.235)
C (-4.450, -4.474, 0.963)
C (-4.347, -4.521, 2.358)
C (-3.400, -3.733, 2.970)
C (-2.534, -2.886, 2.258)
C (-1.568, -2.077, 3.005)
N (-0.625, -1.275, 2.533)
C (0.050, -0.743, 3.616)
C (-0.482, -1.229, 4.763)
N (-1.504, -2.066, 4.365)
H (-3.677, -3.618, -0.847)
H (-5.194, -5.079, 0.456)
H (-4.991, -5.161, 2.948)
H (-3.328, -3.794, 4.051)
H (0.866, -0.050, 3.476)
H (-0.240, -1.059, 5.799)
H (-2.111, -2.574, 4.977)
N (-3.851, 4.050, -9.367)
C (-3.495, 3.356, -8.521)
C (-3.044, 2.484, -7.464)
C (-2.831, 2.982, -6.181)
C (-2.395, 2.147, -5.172)
C (-2.159, 0.799, -5.433)
C (-2.372, 0.300, -6.712)
C (-2.815, 1.136, -7.720)
N (-1.704, -0.048, -4.398)
C (-1.665, -1.439, -4.398)
C (-1.176, -1.797, -3.185)
N (-0.902, -0.666, -2.442)
C (-1.229, 0.354, -3.182)
H (-3.017, 4.028, -5.974)
H (-2.257, 2.544, -4.174)
H (-2.184, -0.741, -6.936)
H (-2.981, 0.745, -8.715)
H (-2.004, -2.037, -5.227)
H (-1.019, -2.785, -2.779)
H (-1.112, 1.383, -2.875)
Cl (-1.839, 2.615, -0.585)
C (-1.945, 1.146, 0.491)
H (-2.940, 0.733, 0.325)
H (-1.899, 1.531, 1.510)

=====

Here is a molecular structure, C45H38HfIN4OPSi in a non-equilibrium geometry from the Open Molecules 2025 dataset. Energies are from ωB97M-V with the def2-TZVPD basis set.

Results
E_LUMO   -6.259 eV
Total charge   +2
Frontier orbital gap   7.216 eV

Element x y z (Å)
Hf (-0.410, -0.069, -0.186)
C (-1.839, -0.043, 6.599)
C (-0.524, -0.468, 6.496)
C (0.032, -0.714, 5.249)
C (-0.737, -0.529, 4.103)
C (-2.060, -0.099, 4.208)
C (-2.609, 0.139, 5.455)
P (-0.088, -0.912, 2.467)
C (1.593, -1.551, 2.649)
C (1.893, -2.910, 2.572)
C (3.206, -3.340, 2.702)
C (4.222, -2.422, 2.924)
C (3.928, -1.066, 3.013)
C (2.621, -0.632, 2.870)
C (-1.130, -2.199, 1.756)
C (-1.612, -3.318, 2.441)
C (-2.422, -4.216, 1.777)
C (-2.768, -3.993, 0.443)
C (-2.317, -2.863, -0.219)
C (-1.489, -1.928, 0.419)
H (-2.270, 0.144, 7.573)
H (0.070, -0.613, 7.388)
H (1.056, -1.052, 5.174)
H (-2.669, 0.037, 3.320)
H (-3.636, 0.466, 5.537)
H (1.107, -3.634, 2.400)
H (3.434, -4.395, 2.643)
H (5.242, -2.762, 3.040)
H (4.717, -0.350, 3.204)
H (2.398, 0.427, 2.947)
H (-1.360, -3.475, 3.483)
H (-2.800, -5.089, 2.290)
H (-3.409, -4.701, -0.064)
H (-2.637, -2.703, -1.245)
N (0.280, 2.976, -4.778)
C (-0.094, 1.783, -4.298)
C (-0.049, 1.504, -2.907)
N (-0.420, 0.313, -2.454)
C (-0.842, -0.618, -3.333)
C (-0.867, -0.322, -4.684)
N (-0.495, 0.850, -5.165)
H (0.437, 3.757, -4.162)
H (0.195, 3.143, -5.767)
H (0.270, 2.251, -2.192)
H (-1.146, -1.582, -2.949)
H (-1.197, -1.064, -5.400)
O (-0.696, 1.792, 0.194)
Si (-1.781, 3.090, 0.187)
C (-1.041, 4.392, -0.934)
C (-1.566, 4.690, -2.190)
C (-0.991, 5.670, -2.991)
C (0.134, 6.352, -2.553)
C (0.675, 6.067, -1.304)
C (0.082, 5.107, -0.501)
C (-2.036, 3.738, 1.897)
C (-2.515, 5.037, 2.082)
C (-2.767, 5.523, 3.355)
C (-2.528, 4.720, 4.462)
C (-2.036, 3.434, 4.297)
C (-1.794, 2.950, 3.021)
C (-3.310, 2.330, -0.578)
C (-4.467, 3.101, -0.734)
C (-5.627, 2.568, -1.270)
C (-5.672, 1.237, -1.661)
C (-4.545, 0.442, -1.511)
C (-3.393, 1.005, -0.981)
H (-2.448, 4.168, -2.547)
H (-1.431, 5.910, -3.951)
H (0.577, 7.123, -3.170)
H (1.537, 6.617, -0.951)
H (0.487, 4.929, 0.490)
H (-2.686, 5.687, 1.230)
H (-3.141, 6.529, 3.486)
H (-2.719, 5.103, 5.456)
H (-1.836, 2.811, 5.159)
H (-1.396, 1.948, 2.905)
H (-4.472, 4.140, -0.423)
H (-6.506, 3.190, -1.377)
H (-6.581, 0.822, -2.072)
H (-4.566, -0.601, -1.798)
H (-2.546, 0.302, -0.905)
I (1.749, -2.390, -1.253)
C (2.679, -0.625, -0.695)
C (4.050, -0.461, -0.751)
C (4.572, 0.763, -0.364)
C (3.715, 1.769, 0.060)
C (2.358, 1.520, 0.092)
N (1.842, 0.334, -0.284)
H (4.684, -1.269, -1.086)
H (5.640, 0.929, -0.397)
H (4.088, 2.735, 0.367)
H (1.643, 2.261, 0.423)

=====

Energy relative to the best compared isomer or geometry (same formula, charge and spin)? In order: 7.9, 0.0, 3.2 kcal per mole.